1.
Entry from the OMol25 dataset: the molecule C21H22ClN3O3 (ωB97M-V/def2-TZVPD).

Calculated values
Calculated total energy (eV): -45271.5747
Kohn-Sham gap (eV): 7.809
ΔE to the lowest compared entry with this formula, charge and spin (eV): 0.000
LUMO level (eV): -0.2
HOMO (eV): -8.05

The geometry in ORCA input format:
```
! wB97M-V def2-TZVPD RIJCOSX def2/J DEFGRID3
* xyz 0 1
C -4.021 -3.400 1.315
C -4.444 -2.194 0.531
C -5.776 -1.856 0.398
C -6.179 -0.736 -0.327
C -5.245 0.069 -0.931
C -3.882 -0.236 -0.822
C -2.862 0.568 -1.411
C -1.547 0.275 -1.286
C -0.459 1.161 -1.835
N 0.095 2.027 -0.811
C -0.657 3.219 -0.458
C -0.957 3.293 1.041
C -1.722 2.072 1.552
O -2.044 2.167 2.918
C 1.391 1.959 -0.347
O 1.916 2.919 0.181
N 1.980 0.730 -0.510
C 3.295 0.395 -0.216
C 4.310 1.336 -0.056
C 5.603 0.917 0.196
C 5.917 -0.429 0.286
C 4.901 -1.356 0.122
Cl 5.265 -3.046 0.230
C 3.601 -0.964 -0.127
C -1.136 -0.916 -0.556
O 0.025 -1.291 -0.423
N -2.150 -1.651 -0.006
C -3.488 -1.371 -0.089
H -3.479 -4.105 0.684
H -4.891 -3.909 1.720
H -3.377 -3.114 2.147
H -6.525 -2.476 0.868
H -7.230 -0.504 -0.407
H -5.544 0.941 -1.492
H -3.173 1.439 -1.973
H 0.340 0.549 -2.257
H -0.870 1.786 -2.637
H -1.590 3.212 -1.022
H -0.075 4.106 -0.736
H -1.543 4.192 1.239
H -0.009 3.376 1.577
H -1.132 1.163 1.363
H -2.681 1.975 1.034
H -1.232 2.337 3.410
H 1.354 -0.075 -0.585
H 4.075 2.385 -0.115
H 6.383 1.652 0.322
H 6.926 -0.754 0.481
H 2.819 -1.699 -0.249
H -1.859 -2.474 0.508
*
```

2.
Entry from the OMol25 dataset: a cluster of 4 separate species, C5H14O3 in total in a non-equilibrium geometry (ωB97M-V/def2-TZVPD).

Calculated values
Calculated total energy (eV): -11552.2717
Kohn-Sham gap (eV): 9.713
ΔE to the lowest compared entry with this formula, charge and spin (eV): 1.852
LUMO level (eV): 0.4
HOMO (eV): -9.29

The geometry in ORCA input format:
```
! wB97M-V def2-TZVPD RIJCOSX def2/J DEFGRID3
* xyz 0 1
C 1.110 -1.279 -1.182
C 0.935 -0.465 -0.139
C -0.349 0.048 0.292
C -0.684 -0.048 1.564
C -1.044 0.935 -0.684
H 0.330 -1.380 -1.878
H 2.010 -1.626 -1.648
H 1.788 -0.393 0.483
H -1.545 0.264 2.044
H -0.013 -0.583 2.233
H -0.768 1.902 -0.482
H -2.121 0.907 -0.661
H -0.790 0.723 -1.785
O -1.634 -3.389 1.163
H -2.493 -2.983 0.797
H -0.945 -2.746 0.944
O -0.492 2.639 3.419
H 0.476 2.463 3.582
H -0.514 3.568 3.036
O 2.242 1.094 -4.356
H 1.442 0.581 -4.189
H 2.410 1.404 -3.394
*
```

3.
Entry from the OMol25 dataset: a structure of composition C44H47BrN3O4P2RbSe2 (ωB97M-V/def2-TZVPD).

Calculated values
Calculated total energy (eV): -279023.1742
Kohn-Sham gap (eV): 5.786
ΔE to the lowest compared entry with this formula, charge and spin (eV): 0.358
LUMO level (eV): 3.6
HOMO (eV): -2.14

The geometry in ORCA input format:
```
! wB97M-V def2-TZVPD RIJCOSX def2/J DEFGRID3
* xyz -2 1
Rb 1.156 -0.483 -0.080
C -0.370 -1.393 -4.486
Se -1.397 -0.930 -2.903
C -2.116 0.763 -3.571
C -1.041 1.790 -3.909
Se 0.394 1.735 -2.578
C 0.926 3.597 -2.753
H -1.025 -1.509 -5.350
H 0.111 -2.336 -4.236
H 0.391 -0.639 -4.676
H -2.730 1.131 -2.746
H -2.771 0.571 -4.425
H -1.458 2.799 -3.926
H -0.619 1.585 -4.896
H 1.508 3.757 -3.659
H 1.552 3.814 -1.892
H 0.040 4.233 -2.740
C 0.249 3.273 1.432
N 0.582 1.918 1.868
C 0.944 1.771 3.082
C 1.326 0.509 3.679
C 1.619 0.299 5.032
C 1.979 -1.054 5.133
C 1.894 -1.560 3.828
N 1.492 -0.628 2.948
C 1.217 4.343 1.873
C 0.845 5.347 2.757
C 1.761 6.312 3.163
C 3.063 6.274 2.691
C 3.444 5.269 1.807
C 2.529 4.315 1.400
H -0.755 3.538 1.782
H 0.208 3.254 0.340
H 0.998 2.632 3.768
H 1.590 1.042 5.816
H 2.285 -1.591 6.019
H 2.113 -2.566 3.496
H -0.171 5.366 3.136
H 1.457 7.086 3.858
H 3.781 7.018 3.012
H 4.461 5.224 1.436
H 2.804 3.522 0.715
O 0.253 -3.111 -1.882
C 0.538 -3.449 -0.708
O 1.635 -3.344 -0.129
C -0.638 -4.030 0.113
P -2.069 -2.853 0.116
C -3.505 -3.942 -0.236
C -4.401 -3.544 -1.221
C -5.519 -4.315 -1.520
C -5.747 -5.498 -0.837
C -4.852 -5.912 0.144
C -3.742 -5.140 0.439
C -2.330 -2.535 1.906
C -3.604 -2.406 2.460
C -3.766 -1.954 3.761
C -2.658 -1.602 4.522
C -1.387 -1.703 3.976
C -1.230 -2.174 2.679
H -0.330 -4.282 1.129
H -0.967 -4.936 -0.404
H -4.204 -2.629 -1.768
H -6.205 -3.991 -2.293
H -6.616 -6.102 -1.068
H -5.023 -6.839 0.679
H -3.050 -5.459 1.209
H -4.481 -2.652 1.871
H -4.763 -1.859 4.173
H -2.788 -1.229 5.530
H -0.504 -1.399 4.526
H -0.226 -2.203 2.273
Br 8.840 3.279 -0.616
C 7.159 2.603 -0.023
C 7.014 2.230 1.302
N 5.870 1.761 1.784
C 4.836 1.668 0.947
C 4.897 2.010 -0.403
C 6.101 2.486 -0.900
C 3.676 1.911 -1.332
O 3.906 1.999 -2.542
O 2.577 1.796 -0.736
H 7.848 2.315 1.989
H 3.902 1.311 1.365
H 6.168 2.743 -1.948
C -4.934 2.963 -0.130
P -3.272 2.224 0.187
C -3.737 0.454 0.045
C -3.196 2.385 2.012
C -2.519 1.430 2.768
C -2.336 1.599 4.132
C -2.827 2.730 4.767
C -3.511 3.687 4.028
C -3.693 3.514 2.664
H -4.896 4.051 -0.093
H -5.688 2.604 0.575
H -5.235 2.687 -1.142
H -4.538 0.180 0.735
H -2.874 -0.184 0.234
H -4.051 0.257 -0.981
H -2.090 0.552 2.300
H -1.774 0.854 4.680
H -2.670 2.868 5.829
H -3.897 4.577 4.513
H -4.212 4.282 2.104
*
```